1.
The following is a quantum chemistry calculation of a structure of composition C22H34N2O3OsP2S2 at a distorted geometry, from OMol25.

## Properties
energy above the lowest of the compared OMol25 structures with the same formula, charge and spin = 0.0 kcal per mole
multiplicity = 5
frontier orbital gap (spin up / spin down) = 3.5923 / 6.5672 eV
LUMO energy (spin up / spin down) = 0.000 / -0.039 hartree
net charge = 0
<S²> = 6.06
HOMO level (spin up / spin down) = -3.58 / -7.62 eV

The geometry in XYZ format:
```
66
Properties=species:S:1:pos:R:3:mulliken_charge:R:1
Os 0.35 -0.08 0.08 0.99
P 2.33 -0.56 -1.02 0.80
P -2.96 0.32 1.23 1.15
N -0.36 0.65 -1.40 -0.36
H 1.16 -1.50 0.48 -0.26
C 3.06 -2.24 -1.17 -1.27
H 4.06 -2.19 -1.63 0.40
H 2.40 -2.86 -1.78 0.38
H 3.15 -2.68 -0.17 0.31
C 3.76 0.45 -0.44 -1.34
H 4.64 0.26 -1.08 0.45
H 4.02 0.21 0.60 0.32
H 3.50 1.51 -0.51 0.34
C 2.32 -0.04 -2.79 -1.25
H 3.32 -0.15 -3.23 0.49
H 2.02 1.02 -2.86 0.35
H 1.60 -0.65 -3.35 0.35
C -4.28 -0.55 2.07 -1.25
H -5.14 0.13 2.17 0.41
H -3.94 -0.88 3.06 0.32
H -4.57 -1.43 1.48 0.36
C -2.49 1.77 2.17 -0.88
H -3.28 1.97 2.91 0.42
H -2.41 2.63 1.49 0.37
H -1.54 1.62 2.70 0.14
C -3.51 0.82 -0.40 -1.22
H -4.52 1.23 -0.31 0.48
H -3.52 -0.05 -1.07 0.27
H -2.82 1.58 -0.80 0.30
C -0.96 0.62 -2.60 -0.28
C -1.95 -0.61 -4.45 -0.69
C -1.36 -0.61 -3.20 0.09
C -1.20 1.84 -3.31 -0.16
C -1.79 1.81 -4.55 -0.63
C -2.17 0.59 -5.13 -0.38
H -2.25 -1.56 -4.89 0.39
H -1.18 -1.53 -2.63 0.42
H -0.88 2.76 -2.80 0.42
H -1.95 2.75 -5.08 0.38
H -2.64 0.58 -6.12 0.37
C 2.04 -0.19 2.53 1.45
O 1.45 0.46 1.62 -0.72
C 2.31 -1.64 2.56 -1.49
H 2.31 -1.96 3.61 0.46
H 3.32 -1.87 2.16 0.23
H 1.57 -2.24 2.03 0.49
C 2.56 0.60 3.69 -1.44
H 2.40 0.05 4.62 0.38
H 2.06 1.57 3.76 0.32
H 3.65 0.75 3.58 0.43
O -0.36 2.75 7.23 -0.49
S 0.53 1.71 7.71 0.67
O 1.71 1.37 6.91 -0.48
N -0.49 0.79 4.30 -0.60
C -0.68 0.31 5.35 -0.24
S -1.42 -1.07 1.03 -0.61
C -1.00 -0.36 6.57 0.45
C -1.81 -1.51 6.58 -0.82
C -2.09 -2.15 7.78 -0.48
C -1.57 -1.65 8.98 -0.68
C -0.77 -0.50 8.98 -0.29
C -0.50 0.14 7.78 0.48
H -2.19 -1.88 5.62 0.40
H -2.72 -3.05 7.78 0.36
H -1.78 -2.16 9.93 0.34
H -0.36 -0.08 9.90 0.36
```

---

2.
The following is a quantum chemistry calculation of a structure of composition C32H49AlO2Se at a distorted geometry, from OMol25.

## Properties
energy above the lowest of the compared OMol25 structures with the same formula, charge and spin = 19.2 kcal per mole
frontier orbital gap = 8.6127 eV
LUMO energy = 0.017 hartree
net charge = 0
HOMO level = -8.15 eV

The geometry in XYZ format:
```
85
Properties=species:S:1:pos:R:3:mulliken_charge:R:1
Al 13.54 10.31 13.45 -0.59
C 14.15 12.52 6.26 -2.04
C 13.49 13.10 7.56 1.84
C 12.02 12.61 7.45 -1.09
C 13.44 14.65 7.50 -1.78
C 14.09 12.60 8.89 -0.57
C 13.42 13.01 10.03 -0.01
C 13.77 12.39 11.23 -0.15
Se 12.61 12.60 12.78 0.06
C 11.24 11.66 11.83 -0.55
C 10.20 12.38 11.24 -0.36
C 9.22 11.71 10.58 -0.04
C 9.28 10.32 10.51 -0.26
C 10.29 9.60 11.17 -0.88
C 11.33 10.28 11.84 0.68
O 12.26 9.57 12.46 -0.06
C 10.29 8.09 10.97 2.14
C 9.08 7.51 10.10 -2.07
C 10.24 7.18 12.20 -1.74
C 11.57 7.79 10.11 -1.26
C 8.15 12.47 9.73 2.09
C 6.73 12.10 10.21 -1.65
C 8.26 11.97 8.28 -1.21
C 8.32 13.97 9.80 -2.26
C 14.73 11.37 11.30 1.58
O 14.89 10.74 12.46 -0.40
C 15.51 11.09 10.22 -0.99
C 15.12 11.73 9.01 -0.05
C 16.41 9.89 10.15 2.78
C 17.28 9.78 8.86 -2.32
C 17.39 9.78 11.30 -1.59
C 15.43 8.72 10.13 -1.14
H 13.61 13.00 5.35 0.38
H 15.22 12.67 6.15 0.45
H 14.03 11.46 6.26 0.47
H 11.57 12.76 6.48 0.63
H 11.92 11.50 7.58 0.31
H 11.44 12.97 8.32 -0.15
H 13.15 14.92 6.52 0.48
H 12.88 15.07 8.33 0.24
H 14.44 15.15 7.60 0.39
H 12.65 13.77 9.99 0.39
H 10.25 13.44 11.28 0.75
H 8.61 9.80 9.81 0.21
H 8.09 7.68 10.49 0.52
H 9.04 7.91 9.08 0.41
H 9.08 6.42 10.07 0.38
H 9.24 7.07 12.55 0.48
H 10.53 6.20 11.78 0.46
H 10.95 7.40 12.98 0.12
H 11.46 8.24 9.12 0.30
H 12.46 8.20 10.58 0.08
H 11.69 6.70 10.04 0.47
H 6.57 11.01 10.04 0.26
H 6.70 12.25 11.32 0.36
H 5.95 12.71 9.73 0.47
H 8.26 10.92 8.17 0.36
H 7.48 12.47 7.64 0.41
H 9.24 12.36 7.86 0.04
H 8.05 14.31 10.78 0.47
H 9.31 14.32 9.63 0.37
H 7.69 14.54 9.14 0.41
H 15.66 11.51 8.07 0.32
H 17.83 10.70 8.67 0.48
H 18.00 8.99 9.05 0.51
H 16.81 9.57 7.93 0.33
H 17.98 10.69 11.41 0.43
H 16.86 9.72 12.30 0.01
H 18.11 9.02 11.06 0.52
H 14.73 8.64 9.25 0.17
H 16.03 7.80 10.06 0.55
H 14.79 8.62 11.01 -0.22
C 13.99 7.34 14.84 -0.95
C 14.47 8.50 15.63 0.46
C 14.38 8.27 17.15 -1.43
C 13.61 9.78 15.30 -1.12
H 14.69 6.51 14.87 0.44
H 14.00 7.58 13.72 0.11
H 12.97 7.01 15.13 0.23
H 15.46 8.83 15.36 0.21
H 13.28 8.09 17.44 0.29
H 14.73 9.14 17.80 0.34
H 14.95 7.36 17.33 0.41
H 14.08 10.52 15.94 0.51
H 12.58 9.58 15.67 0.38
```

---

3.
The following is a quantum chemistry calculation of a cluster of 3 separate species, C28H48Br2N2O4PS3 in total at a distorted geometry, from OMol25.

## Properties
energy above the lowest of the compared OMol25 structures with the same formula, charge and spin = 0.0 kcal per mole
frontier orbital gap = 6.2374 eV
LUMO energy = -0.143 hartree
net charge = +1
HOMO level = -10.13 eV

The geometry in XYZ format:
```
88
Properties=species:S:1:pos:R:3:mulliken_charge:R:1
C -4.75 -2.85 -2.48 -1.30
C -4.39 -1.57 -1.72 -0.13
C -3.21 -0.79 -2.34 -0.85
N -2.39 -0.12 -1.31 -0.06
C -1.04 -0.52 -1.17 0.29
Br -1.05 -2.45 -0.76 0.04
N -0.34 -0.20 -2.43 0.39
C 0.82 0.32 -2.26 -1.90
C 1.23 0.37 -0.80 1.00
C 2.21 1.53 -0.56 -2.45
C 2.74 1.67 0.85 0.62
C 2.07 2.47 1.77 -0.30
C 2.54 2.60 3.07 -0.74
C 3.70 1.96 3.49 -1.32
C 4.41 1.18 2.57 0.80
C 5.67 0.46 2.95 -1.56
C 3.92 1.06 1.27 -0.29
C 2.09 -0.96 -0.64 -1.01
Br 1.78 -1.82 1.09 0.08
C 2.12 -1.95 -1.81 -0.18
C 2.95 -3.20 -1.46 -1.57
C -0.22 0.44 -0.20 0.34
S -0.70 2.19 -0.77 -0.24
P -0.53 0.45 1.66 0.90
C -1.71 -0.87 2.12 -1.15
C -1.39 1.98 2.23 -1.55
H -5.81 -3.02 -2.39 0.38
H -4.49 -2.79 -3.53 0.20
H -4.26 -3.70 -2.00 0.39
H -5.23 -0.88 -1.68 0.41
H -4.11 -1.82 -0.70 0.22
H -3.64 -0.01 -2.96 0.36
H -2.62 -1.42 -3.00 0.29
H -2.86 -0.09 -0.42 0.24
H -0.70 -0.34 -3.37 0.35
H 1.44 0.64 -3.08 0.64
H 3.07 1.41 -1.22 0.73
H 1.78 2.49 -0.82 0.80
H 1.17 3.00 1.51 0.69
H 1.98 3.22 3.76 0.57
H 4.06 2.05 4.50 0.47
H 6.52 0.88 2.41 0.35
H 5.58 -0.57 2.60 0.34
H 5.84 0.45 4.02 0.38
H 4.49 0.46 0.56 0.49
H 3.11 -0.62 -0.55 0.51
H 1.14 -2.31 -2.08 0.12
H 2.64 -1.50 -2.65 0.40
H 3.80 -2.91 -0.84 0.37
H 2.34 -3.94 -0.95 0.36
H 3.33 -3.66 -2.36 0.45
H -1.93 2.33 -0.28 0.23
H -1.24 -1.85 2.17 0.30
H -2.58 -0.94 1.47 0.25
H -2.09 -0.60 3.09 0.48
H -2.46 1.97 2.03 0.38
H -0.93 2.89 1.90 0.47
H -1.29 1.94 3.31 0.45
C -2.12 -5.38 -6.70 -0.72
C -3.16 -6.32 -7.32 -0.66
C -4.06 -6.81 -6.17 -0.68
S -4.06 -5.51 -4.94 1.20
O -3.42 -6.01 -3.74 -0.66
O -5.35 -4.88 -4.89 -0.67
C -2.90 -4.44 -5.79 -0.48
H -1.58 -4.82 -7.47 0.37
H -1.40 -5.95 -6.12 0.32
H -3.76 -5.78 -8.05 0.30
H -2.69 -7.16 -7.83 0.34
H -5.09 -6.98 -6.50 0.35
H -3.67 -7.71 -5.71 0.36
H -2.28 -3.93 -5.05 0.22
H -3.48 -3.72 -6.36 0.39
C 2.06 6.89 7.25 -0.59
C 2.53 7.24 5.83 -0.74
C 2.40 5.97 4.97 -0.54
S 1.08 5.01 5.71 1.18
O 1.64 3.78 6.23 -0.65
O -0.05 4.98 4.82 -0.68
C 0.76 6.11 7.08 -0.72
H 1.92 7.78 7.86 0.36
H 2.81 6.26 7.74 0.29
H 1.88 8.03 5.42 0.30
H 3.55 7.62 5.82 0.34
H 2.15 6.19 3.94 0.39
H 3.31 5.37 5.01 0.36
H 0.47 5.53 7.95 0.41
H -0.06 6.77 6.78 0.35
```

---

4.
The following is a quantum chemistry calculation of an isolated molecule of C2H4NOP at a distorted geometry, from OMol25.

## Properties
energy above the lowest of the compared OMol25 structures with the same formula, charge and spin = 47.1 kcal per mole
frontier orbital gap = 9.2593 eV
LUMO energy = -0.004 hartree
net charge = 0
HOMO level = -9.37 eV
SMILES string = C=[PH]=NC=O

The geometry in XYZ format:
```
9
Properties=species:S:1:pos:R:3:mulliken_charge:R:1
C -0.03 1.78 0.66 -0.57
P 0.46 0.39 -0.18 0.48
N 0.35 -1.07 0.45 -0.57
C -0.27 -1.98 -0.30 0.23
O -0.96 -1.63 -1.24 -0.58
H 0.11 2.82 0.17 0.22
H -0.51 1.67 1.58 0.30
H 1.09 0.95 -1.34 0.11
H -0.26 -2.91 0.20 0.38
```

---

5.
The following is a quantum chemistry calculation of a cluster of 7 separate species, C14H32Cl12NS in total at a distorted geometry, from OMol25.

## Properties
frontier orbital gap = 9.5028 eV
LUMO energy = -0.114 hartree
net charge = +1
HOMO level = -12.60 eV

The geometry in XYZ format:
```
60
Properties=species:S:1:pos:R:3:mulliken_charge:R:1
C -1.62 1.14 0.43 -0.88
S -0.41 0.57 -0.77 0.21
C 0.57 -0.89 -0.12 0.02
N 0.52 -2.06 -0.95 -0.51
H -1.41 2.19 0.62 0.35
H -2.61 1.02 0.00 0.50
H -1.57 0.58 1.36 0.22
H -1.11 0.04 -1.80 0.19
H 1.57 -0.48 -0.06 -0.12
H 0.15 -1.09 0.86 0.45
H -0.15 -2.72 -0.57 0.29
H 0.19 -1.87 -1.89 0.19
Cl 2.27 2.43 -4.44 -0.13
C 0.74 2.73 -5.29 -0.57
C -0.41 2.03 -4.62 -0.41
Cl -0.26 0.25 -4.76 -0.11
H 0.85 2.40 -6.32 0.33
H 0.56 3.80 -5.29 0.36
H -1.35 2.31 -5.07 0.35
H -0.44 2.28 -3.56 0.23
Cl -3.36 3.36 2.36 -0.19
C -3.91 2.53 3.85 -0.52
C -4.11 1.06 3.66 0.39
Cl -5.47 0.69 2.56 -0.21
H -4.82 3.02 4.17 0.37
H -3.14 2.70 4.61 0.32
H -4.33 0.60 4.62 -0.20
H -3.22 0.58 3.24 0.07
Cl 4.31 0.36 -1.79 -0.21
C 4.88 -1.30 -2.15 0.19
C 4.59 -2.26 -1.03 -0.20
Cl 5.56 -1.93 0.44 -0.19
H 5.95 -1.24 -2.36 0.45
H 4.36 -1.61 -3.05 -0.46
H 4.85 -3.27 -1.35 0.39
H 3.54 -2.24 -0.75 0.01
Cl -7.63 0.59 6.49 -0.17
C -7.03 -0.94 5.82 -0.27
C -6.07 -1.64 6.76 -0.43
Cl -4.54 -0.73 6.95 -0.20
H -6.56 -0.72 4.87 0.10
H -7.89 -1.58 5.64 0.35
H -5.81 -2.61 6.36 0.28
H -6.50 -1.76 7.75 0.35
Cl 2.47 1.42 1.60 -0.17
C 4.27 1.41 1.67 -0.26
C 4.80 2.26 2.79 -0.47
Cl 4.50 3.99 2.53 -0.18
H 4.63 1.75 0.70 0.26
H 4.57 0.38 1.81 0.14
H 5.88 2.12 2.86 0.35
H 4.35 1.98 3.75 0.33
Cl 3.94 -2.70 -5.05 -0.21
C 2.36 -2.26 -5.77 -0.19
C 1.21 -2.94 -5.07 -0.07
Cl 1.20 -4.70 -5.33 -0.17
H 2.39 -2.51 -6.82 0.41
H 2.26 -1.18 -5.67 0.04
H 0.27 -2.55 -5.46 0.21
H 1.26 -2.77 -3.99 0.00
```